The following is a quantum chemistry calculation of 2 unconnected molecules or ions with the total composition C16H35N8O4S, from the Open Molecules 2025 dataset.

## Properties
Charge: +1
Kohn-Sham gap in hartree: 0.290

Each line ends with the Mulliken charge.
Positions of all 64 atoms, in Å:
O -8.07 0.24 0.37  -0.627
O 3.17 -0.57 0.81  -0.706
O -4.79 -1.87 -1.37  -0.708
N 7.98 -3.80 1.75  -0.876
O 4.27 0.85 2.18  -0.453
S 2.70 1.75 -1.53  -0.363
C -8.12 0.91 -0.65  0.684
C 4.05 0.26 0.99  0.418
C -5.84 -1.28 -1.53  0.224
C 8.08 -2.54 1.82  0.618
C -0.52 0.75 1.10  0.845
N 7.82 -2.00 3.00  -0.420
N -0.24 1.51 0.08  -0.084
N -6.90 -2.04 -1.84  -0.180
N 8.48 -1.83 0.74  -0.178
N -1.73 0.67 1.62  -0.129
N -7.13 0.98 -1.55  -0.119
N 0.45 0.06 1.62  -0.273
C -9.36 1.73 -0.94  -1.341
C -8.25 -1.71 -2.31  -0.791
C 4.19 0.66 -1.54  -0.855
C 8.60 -0.36 0.69  -1.190
C -2.98 1.28 1.11  -1.287
C 7.24 0.34 0.84  -0.518
C 6.24 -0.07 -0.27  -0.978
C -3.59 0.46 -0.03  -0.003
C 4.92 0.74 -0.19  0.183
C -5.05 0.90 -0.28  -1.212
C -5.83 0.28 -1.47  0.167
H 8.20 -4.24 0.87  0.178
H 3.74 0.36 2.83  0.362
H 2.42 1.75 -2.86  0.187
H 7.76 -2.73 3.70  0.333
H 8.39 -1.20 3.22  0.199
H 0.70 1.55 -0.28  -0.032
H -0.97 2.05 -0.34  0.179
H -6.69 -3.02 -1.78  0.286
H 8.73 -2.37 -0.08  0.194
H -1.84 0.07 2.42  0.226
H -7.30 1.57 -2.35  0.258
H 1.35 0.00 1.15  0.133
H 0.28 -0.57 2.38  0.202
H -9.81 1.38 -1.87  0.353
H -9.10 2.78 -1.02  0.380
H -10.07 1.59 -0.13  0.343
H -8.22 -0.89 -3.02  0.267
H -8.68 -2.58 -2.80  0.369
H -8.89 -1.46 -1.46  0.236
H 4.86 0.99 -2.34  0.525
H 3.89 -0.37 -1.75  0.373
H 9.05 -0.07 -0.27  0.453
H 9.27 -0.02 1.48  0.351
H -2.80 2.31 0.77  0.356
H -3.70 1.33 1.93  0.430
H 6.81 0.11 1.82  0.394
H 7.40 1.42 0.79  0.407
H 6.72 0.10 -1.24  0.499
H 6.02 -1.14 -0.19  0.313
H -3.01 0.59 -0.94  0.342
H -3.57 -0.58 0.27  0.343
H 5.17 1.79 -0.01  0.524
H -5.60 0.69 0.64  0.429
H -5.05 1.98 -0.41  0.370
H -5.28 0.55 -2.37  0.387